(1)
DFT (ωB97M-V/def2-TZVPD) results for 2 unconnected molecules or ions with the total composition C3H5ClS.

```
! wB97M-V def2-TZVPD RIJCOSX def2/J DEFGRID3
* xyz 0 1
C 1.004 0.680 -1.123
C 0.393 -0.154 -0.289
C -0.346 0.095 0.892
S -0.764 -1.166 1.990
Cl -2.679 0.429 -0.376
H 1.263 0.370 -2.051
H 1.187 1.770 -0.857
H 0.348 -1.150 -0.841
H -0.512 1.201 1.078
H 0.106 -2.076 1.578
*
```

Properties
- Highest occupied orbital energy (alpha / beta): -0.3272 / -0.3273 hartree
- Gap between HOMO and LUMO (alpha / beta): 6.9 / 6.9 eV

---

(2)
DFT (ωB97M-V/def2-TZVPD) results for C11H9NO2S in the gas phase.

```
! wB97M-V def2-TZVPD RIJCOSX def2/J DEFGRID3
* xyz 0 1
C 2.594 1.113 -0.726
C 2.555 -0.173 -1.045
C 2.075 1.777 0.441
C -2.825 -1.216 0.245
C -1.507 -1.136 0.729
C 1.311 1.102 1.309
C -3.206 -0.200 -0.692
C -0.615 -0.183 0.352
C 1.723 -1.057 -0.247
C -1.023 0.865 -0.545
C 0.798 -0.283 0.962
N -2.296 0.683 -1.083
O -0.501 1.925 -0.907
O 0.851 -1.164 2.064
S 1.286 -2.475 -0.791
H 3.159 1.853 -1.346
H 3.117 -0.590 -1.821
H 2.343 2.781 0.535
H -3.379 -2.087 0.331
H -1.145 -2.142 0.919
H 0.867 1.407 2.296
H -4.255 -0.200 -1.063
H -2.524 1.502 -1.769
H 0.597 -2.101 1.852
*
```

Properties
- Highest occupied orbital energy: -0.3030 hartree
- Gap between HOMO and LUMO: 7.6 eV
- SMILES: O=c1[nH]cccc1[C@]1(O)C=CC=CC1=S

---

(3)
DFT (ωB97M-V/def2-TZVPD) results for C2H7NO3S in the gas phase.

```
! wB97M-V def2-TZVPD RIJCOSX def2/J DEFGRID3
* xyz 0 1
C 1.615 0.494 0.715
C 0.684 0.571 -0.622
N 0.890 -0.747 -1.202
O -1.985 -1.120 1.122
O -3.163 0.664 -0.444
O -0.682 0.792 -0.241
S -2.033 -0.228 -0.349
H 1.167 -0.041 1.609
H 1.734 1.501 1.051
H 2.535 0.024 0.355
H 1.196 1.246 -1.174
H 0.281 -0.780 -2.039
H 0.528 -1.327 -0.519
H -2.766 -1.049 1.736
*
```

Properties
- Highest occupied orbital energy: -0.3736 hartree
- Gap between HOMO and LUMO: 10.8 eV

---

(4)
DFT (ωB97M-V/def2-TZVPD) results for 2 unconnected molecules or ions with the total composition C12H19NSi.

```
! wB97M-V def2-TZVPD RIJCOSX def2/J DEFGRID3
* xyz 0 1
C 5.608 0.597 0.205
C 5.211 -0.659 0.521
C 4.628 1.669 0.138
C 3.831 -0.928 0.731
C 3.287 1.360 0.283
C 2.911 0.038 0.479
C -2.538 0.580 -2.689
C -2.766 -0.958 -2.599
C -2.347 1.974 0.869
C -2.663 -2.668 0.908
C -0.937 1.341 0.644
C -1.978 -1.405 1.291
N -2.347 -0.187 -1.531
Si -1.195 -0.410 -0.176
H 6.645 0.803 0.013
H 5.867 -1.470 0.791
H 4.892 2.669 -0.134
H 3.576 -1.929 1.278
H 2.704 2.122 0.038
H -1.734 0.923 -3.247
H -3.496 1.338 -2.665
H -3.789 -1.338 -2.693
H -1.965 -1.547 -3.094
H -2.687 2.267 -0.066
H -2.916 1.194 1.137
H -2.341 2.765 1.574
H -3.759 -2.450 0.560
H -2.147 -3.387 0.244
H -2.802 -3.211 1.855
H -0.317 1.157 1.615
H -0.513 2.065 -0.068
H -1.242 -1.636 2.067
H -2.680 -0.680 1.722
*
```

Properties
- Highest occupied orbital energy (alpha / beta): -0.3284 / -0.2486 hartree
- Gap between HOMO and LUMO (alpha / beta): 8.6 / 6.4 eV

---

(5)
DFT (ωB97M-V/def2-TZVPD) results for 17 unconnected molecules or ions with the total composition C44H133N11O17.

```
! wB97M-V def2-TZVPD RIJCOSX def2/J DEFGRID3
* xyz 0 1
O -7.573 -7.878 21.652
H -6.767 -8.402 21.665
H -7.306 -7.017 22.009
O -6.239 -5.469 22.112
H -5.968 -5.205 21.227
H -5.625 -5.004 22.706
O -15.146 -1.250 27.574
H -15.769 -0.630 27.965
H -15.533 -1.458 26.696
O -10.141 -8.509 21.149
H -10.177 -8.540 20.189
H -9.200 -8.342 21.352
O -6.241 -1.546 22.152
H -6.086 -2.330 22.696
H -5.392 -1.365 21.739
O -16.041 -2.403 25.155
H -16.371 -3.067 24.511
H -15.130 -2.218 24.865
C -12.936 -6.172 20.739
C -13.093 -6.902 22.082
C -13.528 -8.380 21.979
O -14.879 -8.494 21.502
C -14.965 -8.966 20.181
N -11.893 -6.860 22.916
H -12.407 -6.702 19.943
H -12.418 -5.223 20.878
H -13.909 -5.905 20.316
H -13.825 -6.360 22.686
H -13.547 -8.816 22.978
H -12.772 -8.934 21.416
H -16.006 -9.007 19.860
H -14.568 -9.982 20.102
H -14.433 -8.235 19.565
H -11.394 -5.979 22.814
H -11.313 -7.642 22.610
C -14.506 -7.331 26.513
C -13.381 -6.471 27.045
C -13.249 -5.188 26.204
O -12.303 -4.263 26.733
C -10.965 -4.748 26.623
N -13.716 -6.142 28.436
H -14.509 -8.296 27.026
H -14.243 -7.672 25.508
H -15.511 -6.918 26.588
H -12.447 -7.033 27.016
H -14.170 -4.604 26.291
H -13.057 -5.363 25.140
H -10.778 -5.193 25.639
H -10.791 -5.608 27.275
H -10.213 -3.978 26.787
H -12.995 -5.563 28.854
H -14.547 -5.558 28.415
C -13.648 -2.711 22.372
C -12.812 -2.900 23.610
C -11.301 -3.088 23.404
O -11.039 -4.194 22.578
C -9.689 -4.654 22.722
N -13.197 -1.808 24.537
H -13.527 -3.546 21.678
H -13.441 -1.778 21.844
H -14.705 -2.750 22.640
H -13.106 -3.810 24.142
H -10.889 -3.197 24.412
H -10.917 -2.169 22.948
H -8.910 -3.924 22.497
H -9.565 -5.554 22.125
H -9.558 -4.907 23.780
H -12.576 -1.007 24.423
H -12.774 -2.074 25.428
C -12.822 -1.960 30.384
C -11.771 -1.481 29.360
C -10.444 -2.235 29.388
O -9.920 -2.264 30.729
C -9.539 -0.993 31.234
N -12.351 -1.566 28.002
H -13.772 -1.432 30.292
H -12.384 -1.557 31.303
H -13.042 -3.024 30.442
H -11.524 -0.429 29.525
H -9.840 -1.712 28.638
H -10.517 -3.282 29.096
H -10.326 -0.236 31.205
H -8.751 -0.633 30.564
H -9.126 -0.999 32.240
H -12.406 -2.566 27.811
H -13.292 -1.205 28.142
C -9.579 -8.528 25.216
C -10.733 -9.521 25.038
C -10.564 -10.718 25.969
O -9.482 -11.538 25.622
C -9.281 -12.570 26.530
N -11.992 -8.867 25.360
H -8.646 -9.076 25.088
H -9.659 -8.172 26.245
H -9.642 -7.710 24.498
H -10.704 -9.846 23.991
H -11.512 -11.273 26.008
H -10.500 -10.399 27.018
H -10.240 -13.065 26.733
H -8.960 -12.251 27.529
H -8.566 -13.315 26.186
H -12.803 -9.385 25.041
H -11.973 -8.055 24.741
C -6.258 -4.896 25.437
C -6.059 -3.528 24.764
C -5.799 -2.454 25.821
O -5.711 -1.219 25.134
C -5.751 -0.080 25.983
N -4.900 -3.614 23.873
H -5.365 -5.163 26.007
H -6.403 -5.634 24.649
H -7.106 -4.844 26.118
H -7.016 -3.356 24.262
H -4.841 -2.615 26.330
H -6.560 -2.497 26.606
H -5.587 0.812 25.378
H -4.868 -0.096 26.629
H -6.666 0.098 26.549
H -4.721 -2.614 23.803
H -4.182 -4.071 24.424
C -9.926 1.107 25.671
C -10.754 1.781 26.699
C -10.958 3.282 26.366
O -9.707 3.963 26.385
C -9.289 4.256 27.693
N -12.030 1.125 26.855
H -8.980 1.557 25.367
H -10.341 1.063 24.657
H -9.697 0.083 25.979
H -10.141 1.755 27.609
H -11.745 3.741 26.977
H -11.440 3.330 25.387
H -9.321 3.443 28.423
H -9.839 5.082 28.157
H -8.249 4.587 27.725
H -11.919 0.140 27.130
H -12.545 1.554 27.617
C -12.418 2.069 20.437
C -11.328 2.893 21.178
C -10.569 3.851 20.240
O -11.553 4.849 19.885
C -11.005 5.847 19.069
N -11.808 3.586 22.361
H -13.237 2.687 20.074
H -12.706 1.350 21.206
H -12.011 1.452 19.633
H -10.534 2.183 21.432
H -10.374 3.318 19.303
H -9.636 4.271 20.617
H -11.373 6.826 19.376
H -11.236 5.697 18.007
H -9.912 5.873 19.021
H -12.572 4.178 22.053
H -12.203 2.835 22.936
C -18.109 1.250 21.741
C -18.205 -0.224 21.311
C -16.844 -0.977 21.191
O -17.044 -2.266 20.593
C -17.038 -2.196 19.184
N -19.095 -0.890 22.275
H -18.029 1.335 22.822
H -19.044 1.744 21.468
H -17.300 1.761 21.220
H -18.698 -0.311 20.337
H -16.508 -1.224 22.200
H -16.116 -0.364 20.657
H -16.141 -1.765 18.732
H -17.933 -1.655 18.872
H -17.087 -3.207 18.777
H -19.990 -0.417 22.205
H -19.315 -1.844 22.014
C -15.527 1.444 25.107
C -14.706 2.331 24.220
C -14.595 3.831 24.613
O -15.902 4.316 24.835
C -15.947 5.697 25.062
N -13.354 1.783 24.133
H -15.661 0.496 24.581
H -16.532 1.853 25.233
H -15.072 1.214 26.071
H -15.160 2.323 23.226
H -14.042 4.336 23.815
H -13.977 4.034 25.496
H -15.359 5.930 25.955
H -16.944 6.126 25.170
H -15.575 6.286 24.215
H -13.118 1.506 25.085
H -13.408 0.902 23.633
C -15.907 -5.542 22.526
C -17.218 -5.176 23.161
C -17.240 -5.659 24.618
O -17.345 -7.096 24.689
C -18.670 -7.554 24.711
N -17.341 -3.705 23.046
H -15.754 -5.140 21.522
H -15.921 -6.629 22.430
H -15.060 -5.171 23.107
H -18.040 -5.688 22.651
H -18.087 -5.217 25.151
H -16.358 -5.310 25.156
H -19.142 -7.387 25.689
H -18.801 -8.627 24.583
H -19.334 -7.002 24.039
H -17.085 -3.331 22.132
H -18.329 -3.473 23.087
*
```

Properties
- Highest occupied orbital energy: -0.3107 hartree
- Gap between HOMO and LUMO: 8.7 eV

---

(6)
DFT (ωB97M-V/def2-TZVPD) results for 7 unconnected molecules or ions with the total composition C6H20O6.

```
! wB97M-V def2-TZVPD RIJCOSX def2/J DEFGRID3
* xyz 0 1
C 0.322 0.960 2.923
C 0.672 2.101 2.354
C -1.229 -0.462 1.741
C -1.017 0.335 2.790
C -2.754 -0.847 -0.097
C -2.513 -1.008 1.214
H 0.984 0.251 3.417
H 1.634 2.576 2.489
H -0.014 2.578 1.684
H -0.414 -0.899 1.169
H -1.649 0.618 3.621
H -1.953 -0.635 -0.809
H -3.744 -1.084 -0.411
H -3.103 -1.494 1.980
H 0.648 -1.210 -3.157
H -0.326 -2.155 -2.370
O -0.079 -1.840 -3.253
H 1.018 -2.202 -0.558
H 0.695 -3.363 0.486
O 0.808 -3.149 -0.447
H 0.056 2.080 -0.725
H 0.905 2.209 -1.815
O 0.667 1.493 -1.202
H 2.212 1.326 0.035
H 3.105 0.848 1.124
O 3.145 1.175 0.219
H 1.265 -0.218 -1.142
H 2.834 -0.361 -1.074
O 2.004 -0.754 -0.787
H -1.159 0.284 -3.259
H -1.729 1.615 -2.688
O -1.289 1.231 -3.451
*
```

Properties
- Highest occupied orbital energy: -0.3465 hartree
- Gap between HOMO and LUMO: 9.4 eV
- SMILES: C=C/C=C/C=C.O.O.O.O.O.O

---

(7)
DFT (ωB97M-V/def2-TZVPD) results for C3H9N3O in the gas phase.

```
! wB97M-V def2-TZVPD RIJCOSX def2/J DEFGRID3
* xyz 0 1
C 0.340 0.778 1.111
C -1.579 -0.343 -0.254
N 1.726 0.275 0.458
C -0.479 0.711 -0.142
N -1.126 -1.452 -1.084
O 1.719 -1.163 0.553
N -0.343 1.583 -1.103
H 2.488 -1.336 1.131
H 1.797 0.423 -0.553
H 0.428 2.228 -0.897
H -0.796 -1.076 -1.975
H -0.319 -1.903 -0.653
H 0.376 1.799 1.495
H 0.106 0.057 1.895
H -2.458 0.118 -0.716
H -1.880 -0.699 0.734
*
```

Properties
- Highest occupied orbital energy: -0.3352 hartree
- Gap between HOMO and LUMO: 9.9 eV
- SMILES: [H]/N=C(/CN)CNO

---

(8)
DFT (ωB97M-V/def2-TZVPD) results for a molecular structure, C23H19N13O4Pm.

```
! wB97M-V def2-TZVPD RIJCOSX def2/J DEFGRID3
* xyz -1 5
Pm -0.648 0.715 -0.223
O 0.209 0.059 -2.253
C 1.193 0.703 -2.846
C 1.189 0.862 -4.243
C 2.194 1.546 -4.888
C 3.251 2.111 -4.169
C 3.273 1.969 -2.803
C 2.276 1.265 -2.102
C 2.433 1.218 -0.661
N 1.688 0.554 0.159
N 2.036 0.693 1.515
C 1.010 0.838 2.301
O -0.244 0.937 1.962
C 1.304 0.948 3.761
C 0.248 1.078 4.657
C 0.496 1.173 6.019
C 1.799 1.141 6.493
C 2.854 1.014 5.599
C 2.609 0.918 4.241
H 0.362 0.438 -4.795
H 2.153 1.655 -5.964
H 4.032 2.655 -4.678
H 4.078 2.409 -2.225
H 3.244 1.813 -0.235
H -0.759 1.113 4.269
H -0.332 1.276 6.708
H 1.992 1.218 7.555
H 3.872 0.991 5.964
H 3.420 0.821 3.533
N -3.558 3.117 -0.023
C -3.847 1.750 0.076
N -4.963 1.271 0.595
N -4.806 -0.071 0.519
N -3.674 -0.366 -0.010
N -3.024 0.785 -0.332
C -2.232 3.558 -0.030
N -1.781 4.628 0.605
N -0.447 4.595 0.392
N -0.124 3.574 -0.322
N -1.260 2.902 -0.655
H -4.166 3.688 0.543
O -0.659 -1.838 -4.079
C -1.231 -2.980 -3.517
N -0.262 -4.011 -3.181
C -0.036 -4.595 -1.973
O 0.598 -5.628 -1.854
C -0.565 -3.874 -0.773
C -1.366 -4.516 0.162
C -1.848 -3.796 1.242
C -1.527 -2.450 1.344
N -0.728 -1.841 0.468
C -0.241 -2.549 -0.545
H -0.351 -1.226 -3.376
H -1.912 -3.381 -4.273
H -1.816 -2.750 -2.626
H 0.212 -4.469 -3.946
H -1.611 -5.562 0.032
H -2.489 -4.252 1.982
H -1.931 -1.828 2.132
H 0.413 -2.014 -1.229
*
```

Properties
- Highest occupied orbital energy (alpha / beta): -0.2116 / -0.2116 hartree
- Gap between HOMO and LUMO (alpha / beta): 8.0 / 8.0 eV

---

(9)
DFT (ωB97M-V/def2-TZVPD) results for 3 unconnected molecules or ions with the total composition CH2BrN3.

```
! wB97M-V def2-TZVPD RIJCOSX def2/J DEFGRID3
* xyz 0 1
C 0.329 -0.013 -0.815
N -2.910 0.579 -1.975
N -0.116 -1.064 -0.669
N -3.427 -0.358 -2.256
Br -1.463 2.659 1.079
H -2.496 2.229 1.950
H 0.852 0.901 -0.714
*
```

Properties
- Highest occupied orbital energy: -0.4134 hartree
- Gap between HOMO and LUMO: 11.8 eV
- SMILES: C#N.N#N.Br

---

(10)
DFT (ωB97M-V/def2-TZVPD) results for a molecular structure, C6H15NO2.

```
! wB97M-V def2-TZVPD RIJCOSX def2/J DEFGRID3
* xyz 0 1
C -0.806 -0.555 0.470
C 0.687 -0.612 0.821
C -1.057 0.537 -0.584
C 3.567 0.921 -0.856
C -1.611 -0.314 1.751
C -2.505 0.647 -1.055
N 1.545 -1.398 0.184
O 2.252 0.443 -0.778
O -1.236 -1.783 -0.143
H -1.122 -2.498 0.495
H 1.188 -1.683 -0.732
H 0.941 -0.471 1.873
H 1.537 0.558 0.197
H -0.413 0.321 -1.439
H -0.726 1.491 -0.167
H 3.578 1.979 -1.155
H 4.091 0.362 -1.638
H 4.127 0.805 0.079
H -1.376 -1.081 2.494
H -1.379 0.661 2.180
H -2.678 -0.367 1.546
H -2.857 -0.313 -1.428
H -2.578 1.378 -1.861
H -3.169 0.974 -0.254
*
```

Properties
- Highest occupied orbital energy: -0.3330 hartree
- Gap between HOMO and LUMO: 9.3 eV

---

Taking the records one at a time from the top gives energy values of -975.579156, -1027.889587, -758.995901, -812.657516, -3637.365793, -691.930528, -359.109633, -2509.235677, -2777.593226, -442.716428 a.u..
Taking the records one at a time from the top gives F_max values of 5.1, 4.6, 7.1, 4.4, 2.4, 2.3, 3.6, 1.2, 2.7, 5.1 eV Å⁻¹.
Taking the records one at a time from the top gives energy relative to the best compared isomer or geometry (same formula, charge and spin) values of 2.111, 3.743, 1.664, 7.671, 0.719, 4.768, 3.668, 0.424, 0.000, 4.484 eV.